This record from the Open Molecules 2025 dataset describes 10 unconnected molecules or ions with the total composition C49H118N14O13 in a non-equilibrium geometry. The level of theory is the ωB97M-V functional and the def2-TZVPD basis.

## Properties
largest force on an atom = 0.03891 hartree/bohr
E_tot = -3682.36120 Ha
structure (SMILES) = CC1(C)CCCC(C)(C)N1O.CC1(C)CCCC(C)(C)N1O.CC1(C)CCCC(C)(C)N1O.COCCNCCOC.COCCNCCOC.COCCNCCOC.NC(N)=O.NC(N)=O.NC(N)=O.NC(N)=O
frontier orbital gap = 7.834 eV
LUMO level = 0.1 eV
energy relative to the best compared isomer or geometry (same formula, charge and spin) = 0.0 kJ/mol

The geometry in ORCA input format:
```
! RIJCOSX wB97M-V def2-TZVPD def2/J DEFGRID3
* xyz 0 1
H -13.9488 30.5643 14.1762
H -20.2355 26.0531 7.5862
C -19.1768 25.9992 7.3328
C -15.0342 20.2132 3.8470
H -14.8534 31.4884 12.9268
H -18.5448 25.7614 -2.6807
H -7.4731 24.8512 4.0182
H -18.5324 24.8294 4.5924
H -16.0063 28.7322 1.8394
H -17.3411 25.3487 1.3040
H -21.7456 28.8941 8.3369
H -19.1311 28.1510 -3.4366
H -13.2228 20.6861 5.6814
H -14.5258 24.0430 8.2576
O -15.0890 21.1609 0.1466
O -10.6116 24.5512 1.9004
H -17.3003 24.7541 -0.9064
H -16.4089 28.7580 7.9252
C -17.7447 27.6050 -1.9013
H -20.2107 26.3002 4.9788
H -18.6735 26.3218 8.2442
H -15.0369 23.7196 2.0123
N -14.3283 23.9282 7.2838
H -8.3095 25.6683 1.2386
H -17.9547 19.0243 5.2588
N -20.4226 22.0834 6.3062
C -15.5062 26.6789 0.2030
H -21.2738 21.4148 3.1836
O -21.1331 25.7776 0.4145
C -21.3120 27.1668 0.3569
H -19.5429 28.8638 -1.9073
O -12.2823 22.9764 7.6566
H -12.8479 19.0754 6.2319
N -22.6490 22.7139 6.3710
C -17.3060 19.1201 4.3824
H -19.5855 30.6812 7.2646
O -21.8573 30.9724 8.3097
H -21.8798 27.4252 -0.5410
H -22.4380 31.2075 10.3354
H -12.1232 27.1998 4.7390
H -14.7967 27.4823 -0.0025
H -10.5923 27.5565 1.0170
H -17.4075 26.2465 5.5417
H -17.3354 20.2600 7.3391
H -15.2189 20.0830 8.8513
O -15.2860 28.4017 6.2807
H -16.6511 27.2564 2.6153
H -13.5903 27.5374 7.7110
H -15.4352 27.8376 10.9589
C -8.5473 24.7292 3.9246
H -21.7086 28.0571 4.9054
H -10.7640 23.7809 2.4573
H -17.8717 23.9536 3.2214
H -23.4221 31.9765 9.0941
C -21.1738 25.2246 1.7114
H -15.7464 26.6773 5.4109
C -16.5051 25.0326 4.2703
H -13.7771 26.5563 2.9401
C -14.6797 22.0641 0.8538
H -13.1667 25.2342 1.9206
H -15.1494 26.2015 1.1160
H -18.7570 26.3027 1.2637
H -16.0321 26.3712 -2.6134
C -14.5144 20.3128 8.0527
H -13.0574 22.9294 1.7475
H -16.6881 27.5975 -3.7977
O -16.9023 21.0070 6.9033
H -13.5914 23.7090 4.8800
H -13.1553 28.9463 9.3742
H -19.4811 22.2657 6.0090
C -12.9666 25.8340 2.8074
C -15.9312 29.2742 5.3674
H -16.3365 22.4393 4.4555
H -8.6524 27.2937 1.6073
C -14.4274 27.7859 8.3589
C -11.5897 27.2869 1.3438
H -11.9072 23.3771 5.2569
C -13.6505 19.6835 5.8054
C -16.9865 21.5863 4.2637
N -17.4332 28.1172 -0.5495
C -15.3497 28.7899 7.6522
H -18.8051 25.0757 6.8983
C -20.2819 21.7254 2.8302
H -15.0656 23.8123 6.6079
H -16.3852 23.1300 1.0608
H -8.2370 27.5510 4.2020
C -13.9945 19.2402 4.3781
H -8.7899 23.7900 3.4207
H -20.3594 27.6953 0.2037
H -21.4733 27.5891 6.5850
H -12.7578 21.3966 1.0388
H -22.8780 21.8724 6.8660
N -12.8514 23.5467 5.5442
H -14.3687 18.2123 4.3781
H -19.2622 27.7137 4.4816
C -18.5892 26.3103 -1.7349
H -14.5968 21.2075 3.7538
C -16.3173 20.2745 4.6668
H -17.2663 21.5982 3.2047
H -19.4801 21.4796 3.5302
H -20.5331 23.5373 0.6732
N -16.4719 26.0021 5.2257
H -13.4893 20.0887 8.3513
C -21.0924 23.7131 1.5938
C -8.2845 26.3715 2.0733
H -13.4811 30.1148 11.6364
C -16.5088 27.3357 -2.7495
C -21.3667 23.0425 6.0663
H -20.5077 19.2011 -0.3144
C -20.0134 18.8277 0.5962
H -18.9113 21.1056 1.2300
N -15.9483 20.3598 6.0727
H -15.7251 18.0125 7.9175
H -10.2236 28.9290 4.8453
O -20.3188 19.6532 1.6940
H -12.2912 28.3771 3.5889
N -10.5518 25.6026 2.8391
H -21.4776 30.0758 5.9932
C -18.6947 28.6053 -2.5399
H -12.2367 28.1681 1.4183
H -20.5468 29.7114 9.3791
H -20.6601 21.4235 0.7951
H -20.7286 21.1904 6.6433
C -11.6410 26.5706 2.7145
C -18.1782 25.3319 -0.6288
H -9.0642 24.5979 4.8792
H -15.5527 25.9485 -0.5967
N -13.4177 22.0385 1.4404
H -19.6337 26.5935 -1.6017
H -13.4160 28.4436 12.2327
H -7.2606 26.5760 2.3806
O -15.5241 24.6744 3.6104
H -16.9425 29.5400 5.6920
H -22.1678 25.5208 2.0830
N -20.6595 29.4755 5.9857
O -15.0533 29.4202 12.8488
H -13.0615 25.2495 3.7186
O -18.8471 27.0215 6.3660
H -13.0899 19.3086 3.7717
C -16.8150 28.0036 1.8348
H -18.1985 29.5249 -2.8607
C -22.8377 31.0873 9.3256
N -15.4023 23.1457 1.2603
H -15.9264 28.8108 4.3853
O -21.0594 24.0956 5.4966
H -15.4931 29.4724 10.2848
H -21.7955 27.5515 1.2588
H -19.0848 24.7663 -0.4108
H -23.4831 30.2048 9.2696
H -9.2548 26.7349 5.3400
H -15.7361 28.0867 -2.5388
C -14.8166 28.6636 10.6105
H -20.4118 25.5819 2.4132
H -16.8409 18.1566 4.1883
H -15.6831 30.7126 14.2833
C -20.9870 28.0758 5.7247
H -15.0024 26.8708 8.5240
C -14.8643 30.6035 13.5713
C -9.2101 27.0512 4.2991
C -20.0803 29.7041 7.3276
C -14.0725 29.2147 11.8159
C -11.5911 27.5699 3.8575
H -20.6613 23.5823 3.5903
H -14.2745 17.5238 7.0080
H -15.3421 30.1993 5.3251
H -15.8423 17.7063 6.2292
N -13.8577 28.2592 9.6100
H -17.7781 28.4731 2.0653
C -19.7740 27.2503 5.3260
H -23.3688 23.3849 6.1787
O -16.5934 29.2712 -0.6711
N -20.3163 23.1963 2.7147
C -9.1984 25.9548 3.2303
H -19.2970 28.9892 7.5620
H -15.2504 19.8668 2.8284
H -17.1549 29.9575 -0.2986
C -19.9591 21.0018 1.5301
H -12.0657 26.6922 0.5608
C -15.1735 18.1358 6.9788
H -22.0781 23.2313 1.5418
C -13.1122 23.4234 6.8853
C -17.8630 26.0814 0.6733
C -10.2224 28.1747 4.0492
C -21.1191 29.7943 8.4449
C -16.9160 27.2612 0.5077
H -18.9436 18.9135 0.3574
N -17.7520 24.5288 4.0356
C -14.8731 19.6379 6.7365
H -14.4951 21.3973 7.9244
H -20.3184 17.8154 0.8274
H -9.8761 28.8223 3.2352
H -17.9714 19.4347 3.5760
H -14.9438 29.8007 7.7972
H -17.9466 21.7517 4.7643
*
```